{"formula": "C2H6N4", "method": "the ωB97M-V functional and the def2-TZVPD basis", "species": ["C", "N", "N", "C", "N", "N", "H", "H", "H", "H", "H", "H"], "positions_angstrom": [[-0.84919, 1.01207, 0.36921], [-1.72069, 1.89146, -0.11775], [1.67156, 0.24088, 0.37582], [0.55760, -2.02751, -0.46282], [-0.75279, -0.15804, -0.21102], [0.35196, -0.81859, -0.05493], [-1.89037, 2.74381, 0.38460], [-2.27303, 1.73013, -0.95518], [1.34129, 0.88592, 1.09612], [2.24370, -0.45339, 0.85029], [1.50925, -2.48633, -0.24331], [-0.18928, -2.56040, -1.03102]], "forces_ev_per_angstrom": [[0.862, 1.418, 1.133], [-0.409, -0.617, -0.301], [-0.862, -2.414, -0.755], [0.757, 0.403, 0.366], [-0.829, -0.737, -1.242], [1.188, 2.153, 0.780], [0.128, -0.084, -0.052], [-0.071, -0.081, 0.093], [-0.821, -0.368, -0.163], [0.170, -0.076, 0.052], [0.063, 0.158, -0.085], [-0.176, 0.245, 0.175]], "homo_lumo_gap_ev": [7.49, 7.49], "de_lowest_kcal_mol": 129.6, "e_homo_ev": [-7.1, -7.1]}